# 1
The following is a quantum chemistry calculation of a structure of composition C29H62AlF9N, from the Open Molecules 2025 dataset.

The charge is -1. The HOMO energy comes out at -4.772 eV. The value obtained for the LUMO energy is 2.2058 eV. For the frontier orbital gap, the calculation gives 0.256 Eh.

Last column: Löwdin charge in e.
Positions of all 102 atoms, in Å:
N 2.886 -4.430 -1.163  -0.14
C 1.376 -4.161 -1.046  -0.38
Al 0.444 -5.348 -2.434  0.33
C -1.379 -6.093 -1.867  -0.30
F -1.102 -7.422 -1.205  -0.10
F -2.130 -6.408 -3.104  -0.07
C -2.192 -5.201 -0.761  -0.13
F -1.401 -4.928 0.494  0.00
F -3.344 -6.062 -0.298  -0.02
C -2.796 -3.780 -1.308  -0.09
F -2.809 -2.850 -0.117  0.00
F -1.980 -3.101 -2.340  0.02
C -4.342 -3.837 -1.849  -0.12
F -5.365 -3.976 -0.753  0.02
F -4.617 -2.480 -2.453  0.00
F -4.594 -4.815 -2.933  0.05
H 3.379 -4.200 -0.269  0.04
H 3.288 -3.902 -1.977  0.05
H 1.218 -3.041 -1.352  0.03
H 1.049 -4.328 0.065  0.06
H 0.176 -4.408 -3.717  -0.10
H 1.422 -6.504 -2.980  -0.10
C 3.525 -0.711 -0.231  -0.12
C 2.303 -0.626 0.672  -0.27
C 1.035 -0.193 -0.067  -0.22
C 1.082 1.210 -0.688  -0.22
C 1.377 2.350 0.290  -0.28
C 0.317 2.506 1.368  -0.12
H 3.779 0.263 -0.659  0.06
H 4.391 -1.058 0.341  0.06
H 3.355 -1.416 -1.050  0.06
H 2.510 0.050 1.508  0.10
H 2.127 -1.614 1.112  0.10
H 0.187 -0.256 0.625  0.10
H 0.825 -0.916 -0.865  0.09
H 0.119 1.401 -1.178  0.11
H 1.833 1.228 -1.487  0.10
H 1.436 3.286 -0.279  0.10
H 2.359 2.211 0.755  0.10
H -0.667 2.689 0.925  0.08
H 0.561 3.355 2.014  0.06
H 0.251 1.617 2.002  0.06
C -0.075 2.675 5.341  -0.11
C -1.297 2.760 6.243  -0.27
C -2.565 3.193 5.505  -0.23
C -2.518 4.595 4.883  -0.23
C -2.223 5.735 5.861  -0.28
C -3.283 5.892 6.940  -0.12
H 0.179 3.648 4.912  0.06
H 0.791 2.327 5.913  0.07
H -0.245 1.970 4.522  0.07
H -1.090 3.436 7.080  0.10
H -1.473 1.771 6.683  0.11
H -3.413 3.130 6.196  0.10
H -2.775 2.470 4.706  0.11
H -3.481 4.787 4.393  0.11
H -1.767 4.614 4.085  0.10
H -2.164 6.671 5.293  0.10
H -1.241 5.597 6.326  0.10
H -4.267 6.075 6.496  0.07
H -3.039 6.741 7.586  0.07
H -3.349 5.002 7.573  0.07
C 6.655 -3.391 -1.507  -0.11
C 8.089 -3.119 -1.076  -0.27
C 8.223 -1.909 -0.149  -0.23
C 7.802 -0.565 -0.757  -0.23
C 8.541 -0.164 -2.036  -0.27
C 10.036 0.023 -1.833  -0.12
H 6.242 -2.559 -2.084  0.07
H 6.615 -4.285 -2.136  0.08
H 6.014 -3.561 -0.637  0.07
H 8.722 -2.996 -1.962  0.10
H 8.467 -4.003 -0.549  0.10
H 9.261 -1.843 0.195  0.10
H 7.618 -2.084 0.751  0.11
H 7.950 0.217 -0.001  0.11
H 6.725 -0.581 -0.964  0.09
H 8.118 0.780 -2.399  0.10
H 8.366 -0.902 -2.827  0.10
H 10.234 0.788 -1.076  0.07
H 10.506 0.342 -2.768  0.07
H 10.521 -0.906 -1.519  0.06
C -7.682 2.506 -5.260  -0.12
C -7.992 2.493 -3.771  -0.28
C -6.782 2.828 -2.898  -0.23
C -5.607 1.845 -2.997  -0.23
C -5.942 0.389 -2.664  -0.27
C -6.412 0.193 -1.232  -0.11
H -6.939 1.749 -5.525  0.07
H -8.590 2.296 -5.835  0.07
H -7.304 3.485 -5.570  0.07
H -8.411 1.520 -3.491  0.10
H -8.777 3.233 -3.573  0.10
H -7.109 2.899 -1.855  0.10
H -6.416 3.828 -3.167  0.11
H -4.812 2.190 -2.325  0.11
H -5.184 1.886 -4.008  0.10
H -5.042 -0.218 -2.822  0.09
H -6.698 0.002 -3.356  0.10
H -5.653 0.534 -0.522  0.08
H -6.602 -0.868 -1.040  0.07
H -7.341 0.736 -1.033  0.06

=====

# 2
The following is a quantum chemistry calculation of a structure of composition CH10N4P4, from the Open Molecules 2025 dataset.

The HOMO energy comes out at -8.842 eV. The value obtained for the LUMO energy is -0.9481 eV. For the frontier orbital gap, the calculation gives 0.290 Eh. The energy above the lowest of the compared OMol25 structures with the same formula, charge and spin comes out at 1.493 eV.

Last column: Löwdin charge in e.
Positions of all 19 atoms, in Å:
C -1.331 -1.761 -1.242  -0.23
N -1.513 -0.649 -0.308  -0.29
N 1.551 0.448 -0.392  -0.72
N -0.934 1.130 1.361  -0.50
N 0.768 -1.083 1.584  -0.41
P 2.101 1.792 -1.053  0.74
P -2.007 1.938 0.514  0.69
P 2.193 -0.802 0.690  0.42
P -0.411 -0.333 0.796  0.53
H -1.479 -2.682 -0.749  0.05
H -0.577 -1.855 -1.965  0.05
H -2.229 -1.719 -1.814  0.05
H 3.344 2.022 -0.362  -0.18
H -3.308 1.451 0.607  -0.04
H -1.811 2.210 -0.874  -0.02
H -2.189 3.308 1.072  -0.01
H 2.983 -1.858 1.137  -0.07
H 1.888 -1.591 -0.456  -0.01
H 2.963 0.034 1.455  -0.04

=====

# 3
The following is a quantum chemistry calculation of a structure of composition C24H28BF4N6NbOS2, from the Open Molecules 2025 dataset.

The HOMO energy comes out at -6.619 eV. The value obtained for the LUMO energy is -0.1958 eV. For the frontier orbital gap, the calculation gives 0.236 Eh. The energy above the lowest of the compared OMol25 structures with the same formula, charge and spin comes out at 0.000 eV.

Last column: Löwdin charge in e.
Positions of all 67 atoms, in Å:
Nb 0.470 0.569 0.896  1.90
C -5.186 2.436 0.702  -0.12
C -4.225 3.252 0.055  -0.07
C -2.935 2.750 -0.209  -0.06
C -2.542 1.550 0.270  -0.30
C -3.460 0.762 0.996  -0.01
C -4.826 1.169 1.090  -0.10
N -1.275 1.026 0.060  -0.22
N -0.420 1.602 -0.862  -0.14
C -0.259 0.798 -1.974  -0.31
C -0.605 1.374 -3.187  -0.05
C 0.226 1.246 -4.308  -0.10
C 1.251 0.299 -4.285  -0.12
C 1.398 -0.525 -3.195  -0.06
C 0.640 -0.323 -1.995  -0.20
H -6.179 2.784 0.839  0.08
H -4.411 4.284 -0.198  0.09
H -2.210 3.364 -0.752  0.10
H -3.137 -0.174 1.538  0.11
H -5.521 0.534 1.626  0.09
H -1.455 2.045 -3.250  0.10
H -0.042 1.815 -5.199  0.09
H 1.789 0.111 -5.182  0.08
H 2.010 -1.435 -3.353  0.11
N 2.065 3.121 -1.528  0.13
C 2.877 2.366 -0.823  -0.62
N 2.526 1.394 0.002  0.01
C 3.673 0.957 0.717  -0.32
C 4.884 1.564 0.316  -0.38
S 4.650 2.654 -0.984  1.03
C 3.638 -0.115 1.607  -0.35
C 4.676 -0.987 2.024  -0.34
S 4.000 -2.348 2.842  1.04
C 2.540 -1.407 3.032  -0.65
N 2.389 -0.463 2.085  -0.02
N 1.725 -1.538 4.097  0.14
H 1.048 2.966 -1.460  0.09
H 2.299 3.830 -2.218  0.12
H 5.910 1.221 0.667  0.10
H 5.709 -0.959 1.764  0.06
H 2.072 -2.102 4.898  0.13
H 0.898 -0.993 4.246  0.10
C 0.095 3.487 2.272  -0.09
O 0.394 2.100 1.880  -0.49
H -0.375 4.075 1.485  0.07
H 1.067 3.939 2.480  0.07
H -0.532 3.503 3.207  0.09
F -0.417 -0.682 2.005  -0.47
B -4.704 -3.534 2.038  -0.82
F -5.340 -2.588 1.341  0.24
F -3.736 -4.183 1.373  0.24
F -4.922 -3.735 3.285  0.32
C 0.664 -3.417 -2.031  -0.08
C 0.077 -2.541 -0.848  -0.56
C -1.444 -2.533 -1.066  -0.05
C 0.539 -3.229 0.460  -0.08
C 0.826 -1.158 -0.768  -0.27
H 0.352 -4.463 -2.002  0.07
H 1.763 -3.295 -2.003  0.08
H 0.442 -2.971 -3.057  0.08
H -1.736 -3.597 -0.995  0.08
H -1.507 -2.289 -2.125  0.07
H -2.078 -1.909 -0.422  0.07
H 0.761 -4.293 0.270  0.08
H -0.139 -3.070 1.336  0.08
H 1.435 -2.783 0.834  0.02
H 1.838 -1.309 -0.356  0.06

=====

# 4
The following is a quantum chemistry calculation of the ion C10H11N2O2 with charge +1, from the Open Molecules 2025 dataset.

The charge is +1. The HOMO energy comes out at -11.843 eV. The value obtained for the LUMO energy is -4.6878 eV. For the frontier orbital gap, the calculation gives 0.263 Eh. The energy above the lowest of the compared OMol25 structures with the same formula, charge and spin comes out at 2.782 eV.

Last column: Löwdin charge in e.
Positions of all 25 atoms, in Å:
C 2.195 1.872 0.320  -0.04
C 0.849 2.198 0.567  -0.06
C 2.598 0.584 0.225  -0.02
C 1.731 -0.429 0.753  -0.06
C -1.308 0.818 0.523  -0.11
C -0.109 1.293 0.628  0.04
C -1.747 -0.593 1.033  -0.32
C -3.215 0.146 -0.505  -0.35
C -4.304 0.218 -1.201  0.11
C 2.505 -2.251 -0.759  0.01
N -2.240 1.119 -0.443  0.15
N 1.716 -1.697 0.387  0.04
O -1.120 -1.344 1.748  0.13
O -2.852 -0.968 0.318  0.15
H 2.778 2.812 0.226  0.14
H 0.675 3.186 0.968  0.13
H 3.601 0.352 -0.085  0.13
H 0.992 -0.063 1.528  0.14
H -4.984 -0.614 -1.198  0.09
H -4.262 1.022 -1.899  0.08
H 1.762 -3.065 -1.053  0.13
H 2.622 -1.609 -1.563  0.07
H 3.461 -2.568 -0.336  0.11
H -2.430 1.827 -1.125  0.17
H 1.085 -2.247 0.943  0.14

=====

# 5
The following is a quantum chemistry calculation of the molecule C18H16FN3OS, from the Open Molecules 2025 dataset.

The HOMO energy comes out at -8.498 eV. Its SMILES is CN(C)C(=O)CSc1nnc(-c2ccc(F)cc2)c2ccccc12. The value obtained for the LUMO energy is -0.3308 eV. For the frontier orbital gap, the calculation gives 0.300 Eh. The energy above the lowest of the compared OMol25 structures with the same formula, charge and spin comes out at 0.312 eV.

Last column: Löwdin charge in e.
Positions of all 40 atoms, in Å:
C -2.969 -1.431 -1.212  -0.06
N -4.237 -1.481 -0.529  -0.16
C -4.469 -1.102 0.745  -0.54
O -5.572 -1.165 1.256  0.04
C -3.289 -0.594 1.557  -0.33
H -2.435 -1.272 1.559  0.07
H -3.643 -0.422 2.574  0.09
S -2.672 1.009 0.945  1.02
C -0.977 0.669 0.672  -0.52
N -0.567 -0.567 0.805  -0.02
N 0.702 -0.883 0.673  0.09
C 1.607 0.017 0.381  -0.18
C 1.258 1.380 0.107  -0.08
C 2.150 2.355 -0.372  -0.01
C 1.712 3.633 -0.606  -0.06
C 0.375 3.985 -0.382  -0.06
C -0.526 3.046 0.044  -0.04
C -0.103 1.730 0.284  -0.16
H -1.567 3.291 0.194  0.09
H 0.055 5.000 -0.565  0.11
H 2.402 4.379 -0.971  0.11
H 3.175 2.082 -0.569  0.11
C 2.994 -0.466 0.344  -0.18
C 4.016 0.232 0.983  -0.04
C 5.313 -0.247 0.961  0.00
C 5.575 -1.430 0.295  -0.27
C 4.575 -2.156 -0.329  0.00
C 3.282 -1.671 -0.294  -0.01
H 2.480 -2.218 -0.762  0.11
H 4.815 -3.082 -0.826  0.12
F 6.840 -1.895 0.261  0.06
H 6.114 0.280 1.454  0.12
H 3.793 1.139 1.527  0.12
C -5.358 -1.889 -1.346  -0.04
H -5.453 -1.230 -2.212  0.09
H -6.261 -1.828 -0.743  0.08
H -5.221 -2.916 -1.691  0.09
H -2.133 -1.523 -0.521  0.06
H -2.863 -0.497 -1.774  0.09
H -2.920 -2.263 -1.916  0.09

=====

# 6
The following is a quantum chemistry calculation of the molecule C3H2N2OS2, from the Open Molecules 2025 dataset.

The HOMO energy comes out at -9.321 eV. Its SMILES is [H]/N=C1\NSC(=O)C1=S. The value obtained for the LUMO energy is -1.9653 eV. For the frontier orbital gap, the calculation gives 0.270 Eh. The energy above the lowest of the compared OMol25 structures with the same formula, charge and spin comes out at 0.888 eV.

Last column: Löwdin charge in e.
Positions of all 10 atoms, in Å:
C -0.289 0.745 -0.040  -0.55
C 0.299 -1.697 0.032  -0.71
C -0.844 -0.696 -0.091  -0.69
H -0.490 2.564 0.091  0.07
H 1.625 1.429 0.288  0.10
N -1.089 1.723 0.112  0.14
N 1.076 0.740 -0.233  -0.29
O 0.208 -2.893 0.091  0.03
S 1.866 -0.805 -0.110  1.00
S -2.364 -1.111 -0.141  0.90

=====

Q: What is the LUMO energy in the third record?
A: -0.1958 eV

=====

Q: Which of these has the highest HOMO?
A: C29H62AlF9N

=====

Q: Number 1 is which compound?
A: C29H62AlF9N